(1)
{
  "formula": "C16H66N4O15",
  "method": "ωB97M-V/def2-TZVPD",
  "symbols": ["N", "C", "H", "H", "C", "C", "H", "C", "H", "C", "O", "H", "H", "H", "H", "H", "C", "H", "H", "H", "H", "O", "H", "H", "H", "H", "O", "O", "H", "H", "C", "C", "O", "H", "H", "N", "H", "H", "H", "H", "H", "H", "H", "H", "H", "H", "O", "H", "O", "H", "H", "O", "C", "H", "O", "C", "C", "C", "C", "H", "H", "H", "H", "N", "O", "H", "H", "H", "C", "H", "H", "H", "H", "H", "H", "H", "H", "H", "N", "H", "H", "H", "C", "H", "H", "H", "H", "H", "C", "H", "H", "O", "O", "H", "H", "H", "O", "O", "H", "O", "H"],
  "xyz": [[0.982387, 5.087541, 0.710821], [-0.636671, 3.738382, -0.616351], [-1.060804, -0.886936, -0.561078], [3.357755, -4.574278, -0.659212], [-0.516560, -1.786710, -0.305551], [-2.656928, 0.684759, 2.133123], [-5.069915, 2.180411, 1.440777], [-0.585042, 6.321578, -0.644137], [2.411279, 2.058448, -0.406426], [-0.252218, -1.867155, -4.188382], [3.079025, 4.063890, 3.160381], [-1.612748, 6.437788, -0.945606], [3.797978, -1.132559, 0.667347], [1.921331, -0.958513, 7.841774], [-4.653878, -1.305267, 1.283346], [-3.089873, 2.431494, -2.208816], [-1.664273, -3.573122, -4.935383], [3.411166, 4.911151, 2.792155], [-1.307901, 2.169323, -2.574278], [-3.568777, -3.667107, -3.994943], [2.355172, 1.121304, -2.209567], [-2.100888, -0.674528, 2.321529], [-0.485287, 2.888185, 0.059926], [1.305257, -3.487974, -0.126086], [1.034918, 0.149890, 0.373219], [-0.874810, -1.702936, 3.535997], [0.377101, 1.771271, 5.832589], [2.683935, -1.715212, -4.040649], [-3.274518, -0.010921, 0.172222], [0.015653, 6.210045, -1.585644], [-4.354816, 1.849786, 0.744784], [-3.726458, 0.518772, 1.052989], [-1.310526, -2.737095, -3.833220], [2.778465, -2.422086, -1.719954], [-3.570194, 2.597624, 0.566837], [-3.518327, -5.177442, -5.392616], [-2.716512, -2.546003, 1.644692], [2.456456, -0.891463, -3.605428], [-0.842359, -4.191785, -5.244494], [-0.945322, -2.699490, -0.731127], [-3.192002, -5.928872, -3.015582], [-1.609070, -5.997218, -3.685008], [-1.963044, -2.961048, -5.787293], [0.725064, 2.303735, 3.958589], [0.672341, -2.354804, -4.521309], [0.964270, 1.052372, 6.112047], [3.179098, 2.454497, -0.838802], [3.731007, 0.595128, 3.281341], [-3.319806, -3.042709, 1.101367], [-0.186684, 7.187012, -0.142061], [-1.921665, 1.496844, -1.165766], [4.859063, 2.151942, 1.942606], [3.973203, -3.697474, -0.538185], [1.241994, 4.230468, 1.185183], [-1.869224, 3.622012, -1.183042], [-2.055647, 2.378825, -1.828271], [-2.378832, -5.314205, -3.321238], [3.107429, -2.434270, -0.670085], [1.740690, -2.526941, 0.019125], [2.860597, 3.309473, -1.121249], [-0.370528, 1.836960, 6.443045], [-3.524254, -4.813285, -6.326728], [-0.093761, -1.370701, -3.191828], [-4.826026, -0.316992, 1.519763], [3.745540, 0.053935, 4.077136], [1.667621, 3.098082, 2.981531], [1.591843, -1.765163, 6.637920], [4.382825, 2.106422, 1.123076], [-1.001334, -0.648595, 3.265465], [0.171016, 3.790470, -1.379215], [3.408635, -0.406174, -0.749650], [1.829514, -2.348210, 1.091593], [-1.337726, -0.125924, 4.168763], [4.644981, -3.704152, -1.423163], [3.577853, -1.610919, -4.427528], [-1.926733, 1.364242, 1.686407], [-3.026676, 1.172793, 3.047797], [-1.169563, 5.160668, 0.944804], [3.850172, -1.218108, -0.350237], [-0.676237, -1.819536, 0.828611], [-3.643918, -3.747459, 1.637820], [-0.103028, -0.180984, 2.913371], [-2.862669, -4.402163, -4.442831], [2.792687, -0.090972, 4.258651], [0.691367, 1.460986, 1.211632], [1.154745, 0.191937, -1.827240], [-0.561305, -1.030055, -4.828501], [-5.746671, -0.183102, 1.123378], [-0.393593, 5.051221, 0.171341], [-2.078145, -4.759608, -2.421380], [-3.290466, -6.163996, -5.415539], [1.115296, 1.130152, 0.413047], [1.148413, 2.258947, 3.054593], [3.653190, 3.359102, 2.851497], [1.599225, 5.245619, -0.063235], [-4.875216, 1.779342, -0.209450], [1.426667, -0.917641, 7.051512], [0.880098, -1.567890, -0.558619], [4.623317, -3.675258, 0.343983], [1.751293, 0.451291, -2.563787], [5.670498, 1.646892, 1.744269]],
  "forces_ev_per_angstrom": [[-1.2, -0.1, 0.3], [1.8, 1.0, 0.8], [-0.1, 0.1, -0.7], [-0.1, -0.5, 0.5], [0.3, 0.0, 2.6], [0.0, -1.5, -1.2], [-0.6, 0.3, 1.3], [1.0, -1.0, -1.6], [-0.5, -0.3, 0.5], [-0.1, 1.1, 2.3], [-0.1, 1.2, -0.2], [-0.3, 0.2, 0.0], [0.3, 0.3, -0.2], [0.9, 0.1, 1.5], [0.3, 0.5, 0.5], [0.6, -0.4, -0.1], [-1.3, 0.5, 0.9], [-0.3, -1.0, 0.3], [0.2, 0.4, -0.9], [0.3, -0.2, -0.2], [-0.1, 0.0, 0.1], [0.5, 2.2, 0.8], [0.4, 0.1, -0.1], [-0.3, -1.0, -0.1], [0.0, 0.6, 0.1], [0.5, 0.2, -0.1], [-0.1, 0.2, -0.2], [1.3, -0.7, -0.9], [0.0, 1.0, 0.5], [-0.4, 0.2, 0.5], [1.6, 0.4, -2.3], [-1.2, -0.6, 0.3], [0.2, -0.5, -1.4], [0.5, 0.3, 0.0], [-0.3, 0.2, 0.3], [-1.1, -1.4, -1.6], [0.4, 0.6, 0.5], [-0.1, 0.6, 0.4], [0.6, -0.5, -0.1], [0.3, 0.2, -0.3], [-0.9, -0.6, 0.3], [0.3, 0.2, 0.1], [-0.1, 0.2, -0.2], [0.6, -0.1, -1.1], [-0.5, 0.0, 0.0], [-0.4, 0.0, 0.3], [0.5, -0.2, -0.1], [0.1, 0.3, -0.1], [-0.1, 0.2, -1.1], [-0.1, 0.3, 0.4], [-0.4, 0.5, 0.3], [0.9, -0.6, 0.4], [0.6, 1.0, -0.8], [0.0, 0.0, -0.1], [-1.2, 0.0, -0.6], [-0.7, -0.3, 0.5], [0.0, 0.5, 0.3], [-0.9, -0.4, -0.9], [0.7, 0.3, 0.2], [0.0, 0.4, -0.2], [0.5, -0.3, -0.1], [0.0, 0.2, -0.3], [0.6, -0.3, -1.0], [-0.1, -2.2, 0.5], [-1.0, -0.4, 0.2], [-0.3, -0.6, 0.3], [0.0, -0.2, -0.3], [-0.6, 0.1, -1.1], [-2.0, -0.8, 0.4], [-0.2, -0.6, 0.0], [-0.2, 0.2, -0.1], [-0.1, 0.0, 0.4], [0.2, 0.0, 0.0], [-0.2, 0.1, 0.6], [-0.9, 0.0, 0.5], [0.6, -0.2, 0.2], [-0.1, -0.6, 0.0], [0.6, -0.5, 0.4], [0.0, -0.6, 0.6], [0.3, -0.3, -1.4], [-0.3, -0.7, 0.6], [0.5, 0.2, -0.5], [1.2, 1.2, 1.9], [0.9, 0.2, -0.1], [0.2, 0.0, 0.6], [0.7, 0.1, -0.6], [-0.1, -0.4, -0.4], [0.2, 0.9, -0.3], [-0.6, 0.3, 0.3], [0.3, -0.1, -0.5], [0.2, 0.3, 0.1], [0.0, -0.7, -0.5], [-0.7, 0.4, 0.8], [0.7, -0.1, -0.1], [0.5, 0.0, -0.3], [-0.1, 0.0, -0.1], [-0.9, 0.2, -1.3], [-0.8, 0.6, -0.3], [-0.4, -0.3, 0.0], [-0.4, 0.0, 0.4], [-0.4, 0.4, 0.4]],
  "charge": 0,
  "mol_weight_g_mol": 554.72,
  "e_above_lowest_ev": 0.128,
  "homo_lumo_gap_ev": 8.84,
  "spin_multiplicity": 1,
  "lumo_ev": 0.08
}

---

(2)
{
  "formula": "C16H6Br2Cl5N2OSm",
  "method": "ωB97M-V/def2-TZVPD",
  "symbols": ["C", "C", "H", "Cl", "Br", "C", "C", "N", "C", "C", "Cl", "Cl", "Br", "H", "H", "H", "N", "Cl", "C", "C", "C", "C", "C", "C", "C", "C", "O", "Sm", "H", "C", "C", "H", "Cl"],
  "xyz": [[1.774743, 1.676095, 2.959511], [0.008111, 2.512766, -2.752457], [2.437674, -0.294230, 3.565476], [0.783011, -6.037077, -0.245314], [-0.677094, 6.351584, -1.541296], [-1.204995, -2.583345, -0.565480], [1.866130, -0.188896, 1.509314], [1.414138, 0.530004, 0.468806], [0.615196, 2.596948, -0.519869], [0.278565, 3.935286, -0.452944], [1.415780, -3.103919, -1.133920], [-2.106215, -6.799400, 0.704830], [2.008817, 2.451315, 4.622039], [0.381708, 4.498029, 0.460897], [-0.096807, 1.924746, -3.659074], [-0.724167, 4.292621, -3.684096], [0.483636, 1.892910, -1.662155], [-4.332679, -4.623902, 0.755274], [-2.758881, -4.221325, 0.247141], [1.130495, 1.839194, 0.660981], [-0.232890, -3.568069, -0.576591], [-0.464878, -4.877933, -0.193849], [-1.758088, -5.201390, 0.224696], [1.301130, 2.436084, 1.893875], [-0.347467, 3.843320, -2.777321], [2.068159, 0.332361, 2.767270], [-0.885641, -1.309015, -0.964871], [0.847910, -0.515217, -1.599713], [1.073217, 3.478952, 2.047238], [-2.486036, -2.908416, -0.150380], [-0.208627, 4.562957, -1.596090], [2.079246, -1.236530, 1.327657], [-3.683203, -1.686506, -0.139587]],
  "forces_ev_per_angstrom": [[0.0, 0.0, 0.0], [0.0, 0.2, -0.1], [0.0, 0.0, 0.0], [0.0, 0.0, 0.0], [0.0, 0.2, 0.0], [0.1, 0.9, -0.3], [0.1, -0.1, 0.1], [0.0, 0.1, 0.0], [0.1, 0.0, 0.2], [0.0, -0.2, -0.1], [-0.3, -0.9, 0.3], [0.0, 0.0, 0.0], [0.0, 0.1, 0.2], [0.0, 0.0, 0.0], [0.0, -0.1, 0.0], [0.0, 0.0, 0.0], [-0.1, -0.1, 0.0], [0.0, 0.0, 0.0], [-0.1, 0.0, 0.0], [0.0, 0.2, 0.0], [0.4, -0.1, -0.1], [-0.1, 0.1, 0.0], [0.0, 0.0, 0.0], [0.0, -0.1, -0.1], [0.1, -0.2, 0.1], [-0.1, 0.0, -0.2], [-0.1, -0.9, 0.2], [0.0, 1.1, -0.3], [0.0, 0.0, 0.0], [0.0, -0.1, 0.1], [0.0, 0.0, -0.1], [0.0, 0.0, 0.0], [0.0, -0.1, 0.0]],
  "s2": 8.76,
  "charge": 2,
  "mol_weight_g_mol": 729.67,
  "homo_lumo_gap_ev": [6.09, 7.04],
  "spin_multiplicity": 6,
  "lumo_ev": [-8.19, -7.25]
}

---

(3)
{
  "formula": "C16H6Br6N2",
  "method": "ωB97M-V/def2-TZVPD",
  "symbols": ["C", "Br", "H", "C", "C", "C", "C", "H", "C", "Br", "C", "H", "C", "C", "N", "Br", "Br", "Br", "H", "H", "C", "N", "C", "C", "Br", "C", "H", "C", "C", "C"],
  "xyz": [[-0.174218, -1.141348, -2.582534], [1.279577, -3.138424, 3.663446], [-0.877521, 0.977593, 5.498145], [0.570891, -1.353615, 3.577174], [-0.981580, -2.143579, -2.218372], [-0.435130, 0.553393, 4.633530], [-0.494946, 1.265206, 3.448237], [-2.223772, -1.008443, 0.678096], [-1.070116, 2.695138, 1.781412], [1.453295, -1.442269, 0.871659], [-1.738711, -1.994733, -1.036975], [-1.748264, 2.968849, 3.818630], [-0.363547, 1.595861, 1.286975], [-0.083111, -0.855123, 4.714146], [-0.241985, 1.291237, -0.087266], [-1.258359, -3.727471, -3.248024], [-1.880364, 4.234881, 0.854166], [1.897686, 1.835493, -3.544118], [-2.369197, -2.687334, -0.652173], [0.056727, -1.253946, -3.608108], [0.836803, 1.300099, -2.036931], [-1.143735, 2.454361, 3.147534], [0.606247, 2.003612, -0.975544], [0.024488, 0.693236, 2.360678], [1.429215, 3.729191, -0.590755], [-1.546552, -0.875094, -0.250209], [-0.303690, -1.459986, 5.588837], [-0.626386, 0.124667, -0.642806], [0.593433, -0.599371, 2.395476], [0.051677, 0.040603, -1.872223]],
  "forces_ev_per_angstrom": [[0.7, 1.0, -2.2], [-0.3, 0.6, 0.1], [-0.4, 0.3, 0.8], [-0.5, -0.2, -0.5], [-1.9, -0.9, 2.1], [-0.7, -2.7, 1.3], [-0.8, 0.4, 2.7], [1.6, 1.4, -1.2], [0.4, -1.4, 0.0], [-0.1, 0.8, 0.8], [2.7, 2.2, -0.9], [1.0, -0.6, -1.0], [-0.7, 0.8, -1.4], [0.1, 3.3, -1.1], [0.8, 2.7, 1.3], [0.2, 0.4, 0.0], [0.8, -1.9, 1.3], [-0.7, -0.5, 0.8], [-1.9, -2.2, 0.6], [1.4, 0.3, -1.0], [0.0, -3.0, -3.4], [-0.7, 1.4, 1.0], [0.0, 2.0, 3.2], [0.4, -0.6, -3.8], [-0.8, -1.6, 0.0], [-1.5, -0.8, 1.3], [0.4, 0.3, -0.1], [-0.2, -0.6, -1.1], [0.8, -1.0, 0.0], [-0.3, -0.1, 0.0]],
  "smiles": "Brc1ccc2c(c1)c(Br)c(Br)n2-c1c(Br)[nH]c2ccc(Br)c(Br)c12",
  "charge": 0,
  "mol_weight_g_mol": 705.66,
  "e_above_lowest_ev": 1.998,
  "homo_lumo_gap_ev": 8.11,
  "spin_multiplicity": 1,
  "lumo_ev": -0.07
}

---

(4)
{
  "formula": "C16H7AuBr4N3O2S",
  "method": "ωB97M-V/def2-TZVPD",
  "symbols": ["Br", "H", "N", "C", "H", "C", "Br", "H", "C", "C", "C", "Br", "C", "N", "O", "C", "S", "C", "C", "C", "Br", "N", "O", "Au", "C", "C", "H", "C", "C", "H", "C", "H", "H", "C"],
  "xyz": [[4.385130, -0.944479, -3.450045], [-2.658919, 4.604453, 1.039191], [-1.340302, 2.321052, 2.651584], [-0.240476, 0.417190, 2.423339], [-1.018063, 1.761258, 5.477377], [0.561752, -0.972261, 4.160728], [-1.375114, -4.269213, -3.449692], [1.075438, -1.861518, 4.500148], [2.801393, -1.931622, -3.491368], [0.271898, -3.391700, -3.491210], [-0.619392, 1.071708, 4.745227], [4.070539, -3.806250, -5.110321], [-1.802740, 3.122799, -1.975351], [-0.527265, 0.914034, 1.159589], [1.728189, -0.342087, -2.123725], [-0.748935, 1.296807, 3.378215], [-2.606815, 4.514721, -1.399950], [0.045126, -0.078675, 5.115157], [0.428711, -0.741241, 2.809259], [0.353942, -2.142121, -2.744243], [1.260088, -5.428242, -5.110444], [-1.350383, 2.339542, -1.043176], [-0.567593, -1.667268, -2.123638], [-0.170765, 0.296413, -0.880414], [1.678418, -1.377593, -2.744305], [-1.639884, 2.840558, 0.206558], [0.822653, -1.422612, 2.066145], [-1.177205, 2.039251, 1.339082], [-2.318851, 4.015954, 0.201911], [-1.805067, 3.125588, 3.036501], [2.646323, -3.091201, -4.153547], [-1.688453, 2.924988, -3.030850], [0.173120, -0.300808, 6.165816], [1.353494, -3.837411, -4.153546]],
  "forces_ev_per_angstrom": [[-0.1, 0.0, 0.0], [0.0, 0.0, 0.0], [0.0, 0.1, 0.1], [0.0, -0.1, 0.0], [0.0, 0.0, 0.0], [0.0, 0.0, 0.0], [0.0, 0.1, 0.0], [0.0, 0.0, 0.0], [0.1, 0.2, 0.1], [-0.2, 0.0, 0.1], [0.0, 0.0, 0.0], [0.1, 0.0, 0.0], [0.0, 0.0, 0.1], [-0.1, 0.1, 0.1], [0.0, 0.2, 0.1], [0.0, 0.1, 0.0], [0.0, 0.0, -0.1], [0.0, 0.0, 0.0], [0.0, 0.0, -0.1], [0.0, -0.3, -0.2], [0.0, -0.1, 0.0], [-0.2, 0.3, 0.0], [-0.1, 0.1, 0.1], [0.1, -0.2, 0.3], [0.2, -0.2, -0.2], [0.1, -0.2, 0.0], [0.0, 0.0, 0.0], [0.0, 0.0, 0.0], [0.0, 0.1, 0.1], [0.0, 0.0, 0.0], [-0.1, -0.2, -0.1], [0.0, 0.0, 0.0], [0.0, 0.0, 0.0], [0.2, 0.0, -0.1]],
  "charge": 1,
  "mol_weight_g_mol": 821.90,
  "homo_lumo_gap_ev": 6.13,
  "spin_multiplicity": 1,
  "lumo_ev": -5.26
}